No. 1
This record from OMol25 describes one molecule with the formula C4H6OS at a distorted geometry. The level of theory is ωB97M-V/def2-TZVPD.

Values from the calculation:
- Calculated total energy: -629.3731 Eh
- Net charge: 0
- SMILES: O=CCCC=S
- Energy relative to the best compared isomer or geometry (same formula, charge and spin): 46.5 kcal/mol
- Gap between HOMO and LUMO: 8.508 eV

Cartesian coordinates (Å):
C: 0.39 0.78 -1.45
C: 0.92 -0.14 -0.33
C: -0.15 -0.61 0.71
C: -1.22 0.30 1.26
H: 0.45 1.84 -1.25
H: 1.82 0.21 0.13
H: 1.10 -1.09 -0.80
H: 0.54 -1.07 1.42
H: -0.68 -1.45 0.24
H: -1.67 0.94 0.51
O: -1.43 0.14 2.43
S: -0.09 0.16 -2.87

Atom charges from the Mulliken analysis, given in e for atoms 1 to 4: atom 1 (C): -0.34, atom 2 (C): -0.50, atom 3 (C): -0.45, atom 4 (C): 0.03

---

No. 2
This record from OMol25 describes a 2-piece molecular cluster, C15H18O2 overall at a distorted geometry. The level of theory is ωB97M-V/def2-TZVPD.

Values from the calculation:
- Calculated total energy: -732.8527 Eh
- Net charge: 0
- SMILES: CCc1ccc(O)cc1.Cc1ccc(O)cc1
- Energy relative to the best compared isomer or geometry (same formula, charge and spin): 8.6 kcal/mol
- Gap between HOMO and LUMO: 8.907 eV

Cartesian coordinates (Å):
C: 2.14 1.89 -2.32
C: 1.35 -1.57 -0.95
C: 1.40 -0.49 -1.82
C: 2.06 -1.55 0.24
C: 2.06 0.67 -1.43
C: 2.66 -0.38 0.68
C: 2.70 0.70 -0.19
O: 2.10 -2.65 1.06
H: 0.64 -2.36 -1.15
H: 0.98 -0.49 -2.82
H: 1.41 -3.27 0.76
H: 3.15 -0.33 1.63
H: 3.12 1.97 -2.77
H: 1.92 2.81 -1.78
H: 3.22 1.60 0.12
H: 1.37 1.83 -3.08
C: -0.75 -0.08 2.46
C: -1.66 0.58 3.51
C: -1.32 0.02 1.07
C: -1.95 -1.09 0.52
C: -1.15 1.12 0.24
C: -2.42 -1.09 -0.79
C: -1.69 1.19 -1.03
C: -2.29 0.05 -1.56
O: -2.71 0.14 -2.86
H: 0.25 0.32 2.53
H: -0.70 -1.13 2.73
H: -1.96 1.57 3.16
H: -2.23 -1.96 1.10
H: -0.71 1.98 0.70
H: -2.87 -1.98 -1.21
H: -1.44 2.01 -1.70
H: -2.95 -0.74 -3.19
H: -1.17 0.71 4.47
H: -2.55 -0.02 3.66

Atom charges from the Mulliken analysis, given in e for atoms 1 to 4: atom 1 (C): -1.72, atom 2 (C): -0.22, atom 3 (C): -0.65, atom 4 (C): 0.62